1.
Here is a gas-phase ion, C4H11N2 (charge +1) in a non-equilibrium geometry from the Open Molecules 2025 dataset. Energies are from ωB97M-V with the def2-TZVPD basis set.

```
17
Properties=species:S:1:pos:R:3:lowdin_charge:R:1
C -1.250 1.049 1.157 -0.1098
C -0.870 1.447 -0.214 -0.2471
C -0.501 0.304 -1.152 -0.1530
N 1.752 -1.876 0.667 0.1963
C 1.026 -1.511 -0.373 -0.1390
N 0.815 -0.266 -0.720 0.0544
H -0.666 0.134 1.421 0.0723
H -0.971 1.755 1.953 0.0872
H -2.226 0.760 1.518 0.0797
H -0.162 2.300 -0.214 0.1275
H -1.696 1.880 -0.854 0.1377
H -0.441 0.601 -2.199 0.1224
H -1.221 -0.495 -1.346 0.1357
H 1.761 -2.882 0.881 0.1492
H 2.518 -1.340 1.057 0.1451
H 0.565 -2.248 -1.036 0.1743
H 1.566 0.386 -0.545 0.1671
```

## Properties
HOMO-LUMO gap = 10.8 eV
Total energy = -268.2471 Eh
ΔE to the lowest compared entry with this formula, charge and spin = 36.3 kcal per mole
SMILES = CCC/[NH+]=C/N
Total charge = +1

=====

2.
Here is a gas-phase ion, C8H12ClN2O2S (charge +1) in a non-equilibrium geometry from the Open Molecules 2025 dataset. Energies are from ωB97M-V with the def2-TZVPD basis set.

```
26
Properties=species:S:1:pos:R:3:lowdin_charge:R:1
O 2.409 -0.299 -1.822 -0.3350
S 2.851 -0.389 -0.468 0.3622
O 4.240 -0.490 -0.187 -0.2985
Cl 1.938 -2.052 0.333 0.3958
C 2.137 0.945 0.492 -0.2533
C 1.225 1.872 -0.319 -0.1893
C -0.242 1.904 0.164 -0.1548
C -1.193 1.082 -0.749 -0.1049
C -1.463 -0.294 -0.224 -0.1560
C -1.199 -1.447 -0.956 0.0526
C -1.462 -2.686 -0.359 -0.0824
N -1.954 -2.856 0.838 0.1353
N -2.219 -1.737 1.499 0.0823
C -2.003 -0.521 1.041 0.0418
H 3.001 1.491 0.857 0.1084
H 1.665 0.515 1.369 0.0838
H 1.634 2.871 -0.220 0.1210
H 1.232 1.611 -1.370 0.0951
H -0.604 2.922 0.244 0.1172
H -0.255 1.515 1.182 0.0977
H -2.121 1.627 -0.892 0.1344
H -0.703 0.952 -1.707 0.1185
H -0.799 -1.387 -1.955 0.1415
H -1.243 -3.590 -0.903 0.1360
H -2.601 -1.862 2.428 0.1903
H -2.270 0.303 1.685 0.1602
```

## Properties
HOMO-LUMO gap = 9.3 eV
Total energy = -1430.1212 Eh
ΔE to the lowest compared entry with this formula, charge and spin = 0.0 kcal per mole
SMILES = O=S(=O)(Cl)CCCCc1ccn[nH+]c1
Total charge = +1

=====

3.
Here is a molecular structure, C2HCdO3 in a non-equilibrium geometry from the Open Molecules 2025 dataset. Energies are from ωB97M-V with the def2-TZVPD basis set.

```
7
Properties=species:S:1:pos:R:3:lowdin_charge:R:1
O -0.942 0.330 -1.252 0.1316
O 0.870 -1.533 0.129 -0.1790
O -0.182 0.857 0.717 -0.0336
C -0.385 -1.515 0.223 0.1492
C -0.854 -0.017 -0.094 -0.4532
Cd 2.054 0.132 -0.335 1.2298
H -0.562 1.746 0.612 0.1552
```

## Properties
HOMO-LUMO gap (alpha / beta) = 8.2 / 6.4 eV
Total energy = -469.8346 Eh
ΔE to the lowest compared entry with this formula, charge and spin = 39.6 kcal per mole
Total charge = +1

=====

4.
Here is C4H5NO in the gas phase from the Open Molecules 2025 dataset. Energies are from ωB97M-V with the def2-TZVPD basis set.

```
11
Properties=species:S:1:pos:R:3:lowdin_charge:R:1
O -1.410 -1.744 0.845 0.0916
C -1.192 -0.904 0.011 -0.4672
C 1.337 0.207 0.981 0.0343
C 0.666 0.866 0.040 -0.1308
C -0.716 0.465 -0.365 -0.1713
N -1.021 -0.672 -1.284 0.1600
H 2.330 0.506 1.302 0.0595
H 0.899 -0.647 1.490 0.0642
H 1.093 1.764 -0.409 0.0956
H -1.404 1.293 -0.534 0.1271
H -0.577 -1.129 -2.067 0.1370
```

## Properties
HOMO-LUMO gap = 10.6 eV
Total energy = -285.3324 Eh
ΔE to the lowest compared entry with this formula, charge and spin = 51.6 kcal per mole
SMILES = C=C[C@H]1NC1=O

=====

> What is the total energy in the third record?

-469.8346 Eh